Entry 1:
A cluster of 3 separate species, C18H40N2O3 in total. Source: the OMol25 dataset; level of theory: ωB97M-V with the def2-TZVPD basis set.

HOMO-LUMO gap (eV): 8.02
Net charge: 0
SMILES: CC1(C)CCCC(C)(C)N1O.CC1(C)CCCC(C)(C)N1O.O
Multiplicity: 1

Last column: Mulliken charge in e.
Atoms and positions in Å:
O (-0.048000, 0.145683, -0.458704)  -0.68
H (0.712178, -0.219411, 0.006631)  0.29
H (-0.359096, -0.594326, -0.993918)  0.09
C (-2.226981, 2.106899, 1.511289)  -2.00
C (-1.365147, 3.164019, 2.187662)  1.46
C (-1.777737, 3.257046, 3.660953)  -1.12
C (-0.746916, 4.018993, 4.479481)  -0.69
C (0.578579, 3.260639, 4.472602)  -1.15
C (1.107779, 3.065843, 3.051750)  1.48
N (0.020023, 2.734299, 2.133297)  0.73
O (0.510618, 2.649193, 0.818657)  -0.49
C (1.853606, 4.328789, 2.592564)  -1.76
C (2.092250, 1.908235, 3.048515)  -2.03
C (-1.589271, 4.500657, 1.478514)  -1.79
H (-3.276757, 2.397224, 1.559567)  0.42
H (-2.064064, 1.134555, 1.975786)  0.40
H (-1.958997, 2.017581, 0.454814)  0.45
H (-2.725860, 3.796008, 3.722108)  0.44
H (-1.874984, 2.253837, 4.082138)  0.34
H (-1.111960, 4.167746, 5.497794)  0.36
H (-0.564280, 5.006572, 4.049543)  0.27
H (0.472856, 2.287096, 4.959494)  0.38
H (1.302436, 3.850881, 5.038903)  0.42
H (2.079052, 4.250012, 1.530477)  0.36
H (1.287552, 5.228242, 2.830292)  0.35
H (2.826660, 4.396355, 3.091936)  0.47
H (2.847885, 2.035584, 3.830394)  0.41
H (1.581639, 0.963189, 3.258887)  0.45
H (2.599165, 1.800749, 2.089994)  0.39
H (-1.145951, 4.471204, 0.481028)  0.35
H (-1.113703, 5.343888, 1.986586)  0.33
H (-2.652762, 4.734161, 1.389440)  0.46
H (0.233558, 1.778307, 0.506636)  0.43
C (-1.774252, -2.815101, -0.827788)  -2.12
C (-0.917439, -3.382686, -1.946469)  1.45
C (-1.626370, -3.085063, -3.259718)  -1.28
C (-0.764911, -3.363582, -4.480197)  -0.63
C (0.543544, -2.595259, -4.398350)  -1.23
C (1.311436, -2.750158, -3.083306)  1.22
N (0.372549, -2.687553, -1.966086)  1.15
O (1.016486, -2.810171, -0.715582)  -0.46
C (2.145292, -4.034620, -3.124126)  -1.61
C (2.252263, -1.569442, -2.944246)  -2.05
C (-0.798394, -4.906299, -1.759528)  -1.73
H (-2.685169, -3.413009, -0.750380)  0.46
H (-2.078740, -1.787100, -1.036214)  0.47
H (-1.288905, -2.815517, 0.147225)  0.39
H (-2.517569, -3.718755, -3.295946)  0.41
H (-1.968393, -2.047879, -3.276397)  0.34
H (-1.311114, -3.063304, -5.376552)  0.40
H (-0.605104, -4.442514, -4.572634)  0.33
H (0.338054, -1.535622, -4.586914)  0.39
H (1.205032, -2.894600, -5.216918)  0.42
H (2.589892, -4.269335, -2.148999)  0.33
H (1.550435, -4.910690, -3.395131)  0.35
H (2.977662, -3.977934, -3.823718)  0.47
H (1.703212, -0.627466, -2.900151)  0.40
H (2.815150, -1.623819, -2.008687)  0.38
H (2.975185, -1.541194, -3.760908)  0.43
H (-1.800370, -5.335660, -1.756370)  0.46
H (-0.291862, -5.149920, -0.824796)  0.36
H (-0.254737, -5.380116, -2.574808)  0.36
H (1.383784, -3.705382, -0.661392)  0.28

Atoms 1-6, force components in eV/Å:
0.1220 0.0692 0.1568
0.0490 -0.1794 -0.0553
0.0995 -0.0733 -0.1246
0.1293 -0.0356 -0.4280
-0.0729 0.5271 0.2078
0.3421 0.5312 0.0211

Entry 2:
A cluster of 2 separate species, C5H14N2O in total. Source: the OMol25 dataset; level of theory: ωB97M-V with the def2-TZVPD basis set.

HOMO-LUMO gap (eV): 8.69
Net charge: 0
SMILES: C[NH2+]C[O-].C/C=C/N
Multiplicity: 1

Last column: Mulliken charge in e.
Atoms and positions in Å:
C (0.996764, -1.229493, -2.872089)  -1.19
C (0.711537, -0.132712, -1.890831)  0.08
C (-0.492555, 0.453799, -1.793714)  -0.37
N (-0.959232, 1.201970, -0.731382)  -0.45
H (0.105001, -1.577941, -3.400463)  0.35
H (1.699190, -0.923234, -3.651688)  0.30
H (1.406625, -2.134107, -2.412909)  0.27
H (1.479035, 0.171197, -1.182949)  0.36
H (-1.161064, 0.363078, -2.645196)  0.27
H (-0.583961, -0.436460, 0.306687)  0.16
H (-0.334284, 1.634032, -0.041777)  0.22
H (-1.811999, 1.714704, -0.853100)  0.17
C (-1.374644, -0.938523, 2.193617)  -0.89
N (-0.286029, -0.805254, 1.219038)  -0.22
C (0.993650, 0.301236, 1.803879)  -0.24
O (0.611204, 1.491209, 1.603885)  -0.75
H (-0.974481, -1.287441, 3.143711)  0.35
H (-2.078879, -1.689650, 1.833508)  0.35
H (-1.867969, 0.018830, 2.332192)  0.31
H (0.123054, -1.716690, 1.027255)  0.34
H (1.812001, -0.091188, 1.172911)  0.26
H (1.041380, -0.095833, 2.830422)  0.33

Atoms 1-6, force components in eV/Å:
0.1806 0.0232 -0.6435
-0.4402 0.0021 0.3905
0.5529 0.1203 -0.4138
-0.2505 0.5568 0.0117
-0.1321 0.2641 0.1198
0.1590 -0.0387 0.0500

Entry 3:
A structure of composition C15H41O6V. Source: the OMol25 dataset; level of theory: ωB97M-V with the def2-TZVPD basis set.

HOMO-LUMO gap (alpha / beta) (eV): 7.56 / 7.57
Net charge: +1
<S²>: 3.75
Multiplicity: 4

Last column: Mulliken spin population.
Atoms and positions in Å:
V (-1.398403, 0.141774, 2.347993)  3.00
O (0.221409, 0.095731, 1.084758)  0.00
H (0.872608, 0.018971, 0.393807)  0.00
C (-3.329478, -2.690213, -0.719651)  0.00
C (-3.585434, -1.803206, 0.492459)  0.00
C (-4.280172, -2.562376, 1.616615)  0.01
O (-2.321964, -1.295186, 1.015213)  -0.03
H (-4.139250, -3.368194, -0.979096)  0.00
H (-2.423339, -3.267890, -0.523430)  0.00
H (-3.219151, -2.064557, -1.606961)  0.00
H (-4.148467, -0.906796, 0.227191)  0.00
H (-4.594302, -1.873384, 2.399221)  0.00
H (-3.609090, -3.317328, 2.041993)  0.00
H (-5.051755, -3.227086, 1.225784)  0.00
H (-1.615324, -1.902734, 0.671168)  0.01
C (1.839098, -3.074201, -0.747791)  0.00
C (0.467426, -3.562537, -0.292913)  0.00
C (0.544748, -5.017892, 0.176472)  0.00
O (0.014197, -2.694666, 0.741545)  0.00
H (1.732137, -2.107196, -1.250575)  0.00
H (2.318101, -3.761087, -1.442444)  0.00
H (2.469505, -2.920981, 0.131601)  0.00
H (-0.197285, -3.604111, -1.165531)  0.00
H (-0.411709, -5.535945, 0.277013)  0.00
H (1.007320, -5.017063, 1.167307)  0.00
H (1.115967, -5.643673, -0.507508)  0.00
H (0.438017, -1.833869, 0.655827)  0.00
C (-2.291005, 3.387546, -0.477503)  0.00
C (-1.420641, 3.175352, 0.759964)  -0.01
C (-1.110213, 4.447061, 1.553349)  0.00
O (-2.057859, 2.222839, 1.625849)  0.00
H (-2.080050, 2.556899, -1.156557)  0.00
H (-1.946053, 4.258142, -1.038150)  0.00
H (-3.362187, 3.462775, -0.303871)  0.00
H (-0.476024, 2.721207, 0.463561)  0.00
H (-2.037932, 4.801295, 2.025777)  0.00
H (-0.681818, 5.285508, 1.014716)  0.00
H (-0.523257, 4.214688, 2.446434)  0.00
H (-2.858166, 2.591576, 2.023963)  0.00
C (1.178537, 1.377340, -2.288748)  0.00
C (0.146427, 0.527063, -3.030369)  0.00
C (0.693103, -0.291610, -4.163025)  0.00
O (-0.518349, -0.287295, -2.047050)  0.00
H (0.712974, 1.954185, -1.486235)  0.00
H (1.603012, 2.094091, -3.000085)  0.00
H (2.039855, 0.859607, -1.857832)  0.00
H (-0.624295, 1.196323, -3.431504)  0.00
H (1.497119, -0.928193, -3.782334)  0.00
H (1.193945, 0.391231, -4.852072)  0.00
H (-0.085307, -0.858193, -4.665123)  0.00
H (-0.248829, -0.112138, -1.147119)  0.01
C (3.923013, 2.953374, 2.523892)  0.00
C (3.269072, 2.011211, 1.535099)  0.00
C (4.331949, 1.349206, 0.633451)  0.00
O (2.589353, 0.978707, 2.236629)  0.00
H (4.566838, 3.730386, 2.115869)  0.00
H (4.459378, 2.398731, 3.293696)  0.00
H (3.125203, 3.485679, 3.054329)  0.00
H (2.621312, 2.517661, 0.806352)  0.00
H (5.047682, 0.850344, 1.297495)  0.00
H (4.955784, 2.075415, 0.109666)  0.00
H (3.910153, 0.568461, 0.001478)  0.00
H (1.741865, 0.829226, 1.775936)  0.01

Atoms 1-6, force components in eV/Å:
1.1766 0.2017 -3.3033
-1.4050 0.1521 1.5020
0.0961 0.1268 -0.2357
0.2518 0.7295 -0.2912
-0.8254 -0.4217 0.5437
0.5402 -0.5801 -0.2213

Entry 4:
A structure of composition C3H2Br3O2. Source: the OMol25 dataset; level of theory: ωB97M-V with the def2-TZVPD basis set.

HOMO-LUMO gap (eV): 7.25
Net charge: -1
Multiplicity: 1

Last column: Mulliken charge in e.
Atoms and positions in Å:
C (1.968794, 0.619857, 0.680855)  0.72
C (0.683761, -0.167300, 0.824767)  -0.31
C (-1.311493, -0.415779, -1.146034)  -0.44
O (2.108450, -0.597579, 1.137014)  -0.39
O (2.568452, 1.633454, 0.486110)  -0.54
Br (-2.363972, -1.084786, -2.712548)  -0.28
Br (-2.709410, -0.644613, 0.418204)  -0.29
Br (-1.063068, 1.483585, -1.393993)  -0.15
H (0.292454, -0.886394, 0.105781)  0.51
H (-0.173968, 0.059555, 1.599844)  0.17

Atoms 1-6, force components in eV/Å:
-2.7601 -0.1859 -0.3468
-0.5982 0.8542 0.4736
-0.6304 -1.1750 0.0162
1.1913 -0.1204 1.4976
0.2106 -0.8231 0.0884
-0.0740 0.0367 -0.3031

Entry 5:
A cluster of 2 separate species, C5H14ClN3 in total. Source: the OMol25 dataset; level of theory: ωB97M-V with the def2-TZVPD basis set.

HOMO-LUMO gap (eV): 10.75
Net charge: +2
Multiplicity: 1

Last column: Mulliken charge in e.
Atoms and positions in Å:
C (-2.096261, -0.582660, 0.355627)  -0.40
C (-0.846834, -0.350827, -0.024608)  -0.10
C (-3.788595, 0.981279, 1.186775)  -0.83
C (2.678893, -1.141779, -1.786207)  -0.77
C (2.151731, -0.004170, 0.335068)  -0.29
N (2.570726, 0.958174, 1.071981)  -0.16
N (-3.197378, 0.302027, 0.004899)  -0.09
N (3.214234, -0.580426, -0.521852)  -0.16
Cl (-0.409881, 0.994643, -1.002469)  -0.19
H (-2.360656, -1.427179, 0.972706)  0.43
H (-4.614388, 1.622136, 0.879576)  0.37
H (-4.162099, 0.242791, 1.894129)  0.37
H (-3.029526, 1.589313, 1.677142)  0.32
H (2.185649, -0.358442, -2.358510)  0.33
H (3.482795, -1.561346, -2.386163)  0.35
H (1.958281, -1.926523, -1.561362)  0.32
H (-0.029372, -0.988924, 0.269858)  0.46
H (3.521312, 1.338880, 1.105361)  0.22
H (1.921123, 1.385442, 1.724896)  0.28
H (-2.821649, 1.007581, -0.652557)  0.39
H (-3.940742, -0.223762, -0.477622)  0.36
H (3.986259, 0.080052, -0.727275)  0.40
H (3.626376, -1.356281, 0.020604)  0.38

Atoms 1-6, force components in eV/Å:
0.5520 -0.1890 -0.0377
-0.8376 0.0072 0.0108
-0.4015 0.5367 0.7741
-0.4309 -0.2899 -0.8253
-0.6477 -0.4569 0.3418
0.6793 0.1990 -0.0019

Entry 6:
A structure of composition C20H25As2CoN3S4. Source: the OMol25 dataset; level of theory: ωB97M-V with the def2-TZVPD basis set.

HOMO-LUMO gap (alpha / beta) (eV): 6.25 / 6.39
Net charge: 0
<S²>: 0.79
Multiplicity: 2

Last column: Mulliken spin population.
Atoms and positions in Å:
Co (-0.420493, 0.776601, 0.992806)  1.13
S (3.384575, 1.767255, -1.151913)  -0.01
C (1.943082, 1.397027, -0.447559)  0.01
S (1.800122, 0.619057, 1.094912)  -0.11
S (0.365826, 1.732485, -1.110027)  0.06
C (1.105462, 4.984653, 0.858390)  0.00
N (-0.269333, 4.604756, 0.559881)  0.00
C (-0.998180, 5.049473, -0.528590)  0.00
C (-2.097916, 4.287225, -0.627212)  0.00
N (-2.029205, 3.357341, 0.406497)  0.00
C (-0.879585, 3.548205, 1.121211)  -0.01
S (-0.341049, 2.652220, 2.447673)  -0.01
C (-2.936009, 2.309800, 0.633328)  0.00
C (-4.297974, 2.560989, 0.566358)  0.00
C (-5.175830, 1.523062, 0.810288)  0.00
C (-4.662419, 0.280009, 1.146179)  0.00
C (-3.292046, 0.124074, 1.190963)  0.00
N (-2.426397, 1.106506, 0.908184)  -0.03
H (1.305244, 5.942278, 0.384986)  0.00
H (1.779876, 4.222370, 0.464250)  0.00
H (1.236875, 5.066921, 1.933257)  0.00
H (-0.649556, 5.852791, -1.151220)  0.00
H (-2.891123, 4.280567, -1.351457)  0.00
H (-4.647444, 3.561349, 0.354492)  0.00
H (-6.243459, 1.689651, 0.764307)  0.00
H (-5.306240, -0.557233, 1.372821)  0.00
H (-2.846958, -0.825700, 1.455074)  0.00
C (2.401654, -4.703253, 1.388483)  0.00
As (2.118893, -2.754380, 1.444941)  0.00
C (3.966341, -2.237794, 1.843557)  0.00
C (2.149844, -2.452048, -0.494619)  -0.01
C (3.276237, -2.794006, -1.235448)  0.00
C (3.357244, -2.517588, -2.591507)  0.00
C (2.301687, -1.886640, -3.227323)  0.00
C (1.165388, -1.552004, -2.507274)  0.00
C (1.076683, -1.840978, -1.148720)  0.00
As (-0.527172, -1.311101, -0.189372)  -0.03
C (-1.807725, -1.136328, -1.652295)  0.00
C (-1.192931, -3.035135, 0.475108)  0.01
H (3.230212, -4.965821, 0.731020)  0.00
H (1.495607, -5.192933, 1.031730)  0.00
H (2.615883, -5.059727, 2.396312)  0.00
H (4.124746, -1.224194, 1.479809)  0.00
H (4.111033, -2.253507, 2.923082)  0.00
H (4.679186, -2.918256, 1.379068)  0.00
H (4.119035, -3.266281, -0.745152)  0.00
H (4.251785, -2.776462, -3.143621)  0.00
H (2.363883, -1.638622, -4.278865)  0.00
H (0.360040, -1.035449, -3.010383)  0.00
H (-2.808645, -1.075159, -1.223648)  0.00
H (-1.758357, -1.998674, -2.315980)  0.00
H (-1.600779, -0.221037, -2.202880)  0.00
H (-2.275761, -2.972875, 0.596608)  0.00
H (-0.736098, -3.278400, 1.431087)  0.00
H (-0.967758, -3.815081, -0.251602)  0.00

Atoms 1-6, force components in eV/Å:
0.0606 0.1204 -0.1061
0.0074 -0.0059 -0.0247
-0.0451 0.0298 0.0363
0.0423 -0.0167 -0.0208
-0.0194 -0.0519 0.1128
0.0080 -0.0065 0.0052

Record-wise energy relative to the best compared isomer or geometry (same formula, charge and spin) values, in kJ/mol: 0.0, 302.6, 308.9, 337.9, 0.0, 89.1